C11H23N5OTi as an isolated structure in a non-equilibrium geometry. Source: the Open Molecules 2025 dataset; level of theory: ωB97M-V with the def2-TZVPD basis set.

## Properties
- expectation value of S² = 0.920
- charge = +3
- frontier orbital gap (alpha / beta) (Ha) = 0.210 / 0.235
- total energy (hartree) = -1628.9942
- 2S+1 = 2

Cartesian coordinates (Å):
Ti  -0.26002  0.29131  -0.02364
C  1.54803  2.16900  0.13078
C  1.92911  1.17827  -0.51303
N  1.51367  -0.18269  -0.01294
C  2.35073  0.02714  1.27576
C  1.34209  -0.79514  2.16540
N  -0.09556  0.16558  2.24476
C  0.30637  1.48144  2.33916
C  -0.07137  2.88007  1.52746
N  0.25818  2.51336  0.27472
H  1.70813  3.31654  -0.88420
H  2.15976  2.82069  0.83394
H  3.31849  1.13938  -1.08893
H  1.56952  1.18200  -1.78991
H  2.22336  -0.79540  -0.67895
H  3.09968  0.75626  1.50983
H  3.35202  -1.03616  1.19697
H  1.36225  -0.49001  3.47288
H  0.41007  -1.78000  2.13219
H  -0.90846  -0.01957  2.53114
H  1.20288  1.53351  2.86087
H  -0.46408  2.15804  3.58743
H  0.15819  3.68143  1.83979
H  -1.28108  2.62555  1.64092
H  -0.38676  2.87621  -0.35440
N  -1.82946  0.16690  -0.33500
C  -3.17558  -0.02926  -0.18218
N  -4.55152  -0.25750  -0.13480
C  -5.06130  0.21192  1.11171
C  -6.42018  -1.04397  1.14979
O  -7.34136  -1.21211  0.37729
C  -6.33371  -2.00029  -0.65324
C  -5.40286  -0.54093  -1.35108
H  -5.90142  1.54566  0.50230
H  -3.97598  0.86642  1.72411
H  -6.53819  -0.68442  2.08735
H  -5.30768  -1.55183  1.67526
H  -6.97230  -2.36973  -1.09155
H  -5.97825  -2.91404  -0.30215
H  -5.89240  0.13167  -1.86877
H  -4.72744  -1.00563  -2.43806